Formula: C36H37NOP2Tc
Source: the OMol25 dataset
Level of theory: ωB97M-V/def2-TZVPD

Each line ends with the Mulliken charge.
Cartesian coordinates (Å):
1 Tc -0.00591 -0.11438 -0.86064  0.5397
2 C -1.93418 -0.20668 0.15529  -0.0556
3 C -2.13368 -0.50093 -1.21924  -0.6363
4 C -2.67500 0.42773 -2.28426  -0.6624
5 C -1.77776 1.59872 -2.72942  -1.1303
6 C -0.44789 1.61421 -1.98582  -0.5086
7 C -0.32719 1.92060 -0.58829  0.2823
8 C -1.47732 2.29626 0.33604  -1.0179
9 C -2.27588 1.08276 0.84698  -0.6779
10 C 2.04094 0.30588 -0.96502  -0.9876
11 H -2.06339 -1.03712 0.85338  0.5413
12 H -2.31095 -1.56620 -1.42271  0.4941
13 H -3.63310 0.84686 -1.94474  0.5801
14 H -2.88552 -0.20442 -3.16378  0.1645
15 H -1.56203 1.54192 -3.82116  0.4066
16 H -2.35198 2.54333 -2.61039  0.3685
17 H 0.38714 1.93479 -2.62925  0.7220
18 H 0.60264 2.42416 -0.30339  0.4840
19 H -2.15196 3.05323 -0.11285  0.2955
20 H -1.01678 2.78257 1.22065  0.3711
21 H -2.03812 0.95722 1.92320  0.4411
22 H -3.35251 1.31371 0.81050  0.3826
23 H 2.54356 -0.45428 -0.33381  0.3020
24 H 2.28376 1.29587 -0.52293  0.3107
25 H 2.49573 0.26982 -1.97655  0.3434
26 P -0.08731 -2.05258 -9.02000  0.3349
27 P 1.79729 0.41688 -9.31349  0.2317
28 C -0.78642 -0.47029 -9.57511  -0.3032
29 C 0.09774 0.49060 -9.98737  -0.7637
30 C -0.73917 -3.29556 -10.23513  0.2398
31 C -1.90137 -3.06949 -10.99006  0.1164
32 C -2.41214 -4.08667 -11.80538  -0.6300
33 C -1.72804 -5.30290 -11.92429  -0.4648
34 C -0.50817 -5.48948 -11.26319  -0.5835
35 C -0.00324 -4.48584 -10.43287  -0.4277
36 C -1.04206 -2.20697 -7.47927  0.6787
37 C -0.66800 -1.36666 -6.40886  -0.7534
38 C -1.35909 -1.43230 -5.20065  0.0314
39 C -2.38715 -2.37262 -5.02299  -0.5020
40 C -2.72196 -3.23658 -6.07669  -0.7885
41 C -2.06457 -3.14746 -7.30866  -0.5211
42 C 2.63161 1.05217 -10.85047  0.3918
43 C 2.57002 0.22778 -11.99365  -0.2947
44 C 2.94938 0.73113 -13.23706  -0.6119
45 C 3.46728 2.02949 -13.33328  -0.4661
46 C 3.63029 2.81292 -12.18539  -0.5922
47 C 3.21424 2.32683 -10.94311  -0.3191
48 C 1.97350 1.82335 -8.16314  0.3716
49 C 3.14750 1.88569 -7.38016  -0.3803
50 C 3.41889 3.02669 -6.62241  -0.6542
51 C 2.49839 4.08470 -6.58623  -0.5094
52 C 1.27902 3.96470 -7.27085  -0.7190
53 C 1.00598 2.82866 -8.04167  -0.0811
54 H -1.87324 -0.30877 -9.49709  0.6467
55 H -0.13311 1.22231 -10.78483  0.6067
56 H -2.39683 -2.09874 -10.92497  0.3338
57 H -3.34915 -3.93122 -12.34435  0.4029
58 H -2.14099 -6.10539 -12.53793  0.3957
59 H 0.04758 -6.42374 -11.38765  0.3895
60 H 0.95274 -4.61661 -9.92208  0.3942
61 H 0.16235 -0.66586 -6.52202  0.3165
62 H -1.08095 -0.75864 -4.38500  0.3512
63 H -2.92025 -2.43180 -4.06864  0.3140
64 H -3.50280 -3.98678 -5.93592  0.3948
65 H -2.33751 -3.80751 -8.13278  0.3589
66 H 2.18718 -0.79145 -11.91252  0.4194
67 H 2.83128 0.10863 -14.12779  0.3903
68 H 3.74287 2.43021 -14.30743  0.3884
69 H 4.06848 3.81052 -12.25263  0.3933
70 H 3.31553 2.95360 -10.05444  0.3121
71 H 3.84154 1.04235 -7.38516  0.4110
72 H 4.35222 3.09284 -6.05352  0.4602
73 H 2.72222 4.98806 -6.01063  0.4507
74 H 0.53476 4.76195 -7.19982  0.4351
75 H 0.05339 2.71999 -8.56186  0.4193
76 O 0.71594 0.03883 3.20527  -0.3940
77 C 0.57584 -0.33944 2.08353  0.7575
78 N 0.42653 -0.71537 0.94394  -0.7312

Net charge ... +2
⟨S²⟩ ... 3.811
Energy relative to the best compared isomer or geometry (same formula, charge and spin) ... 46.2 kJ/mol
2S+1 ... 4